## i
Below is a 2-piece molecular cluster, C5H10N2S overall, with properties calculated with ωB97M-V/def2-TZVPD.

CARTESIAN COORDINATES (ANGSTROEM)
C 1.05 0.49 0.54
C 1.43 -0.52 0.06
C -1.88 -0.42 -0.50
C 0.81 1.73 1.24
C 1.65 -1.84 -0.46
N -2.45 0.64 -1.29
N -3.60 1.08 -0.98
S -2.91 -1.14 0.83
H -1.49 -1.12 -1.15
H -1.02 0.13 -0.16
H 1.76 1.96 1.73
H 0.36 1.41 2.24
H 0.24 2.37 0.62
H 2.38 -1.63 -1.28
H 0.64 -2.19 -0.98
H 2.04 -2.59 0.21
H -3.87 1.74 -1.65
H -4.01 -0.43 0.39

Results
**SMILES string**: [H]/N=N/CS.CC#CC
**Net charge**: 0
**LUMO energy**: 0.74 eV
**2S+1**: 1



## ii
Below is one molecule with the formula C5H10N2S, with properties calculated with ωB97M-V/def2-TZVPD.

CARTESIAN COORDINATES (ANGSTROEM)
C -1.60 -1.35 -0.51
C -1.49 1.21 -0.52
C -0.07 -0.14 0.99
C 1.15 0.42 0.48
C 3.65 -0.12 -0.36
H -1.61 -2.18 0.32
H -2.55 -1.17 -0.99
H -0.71 -1.89 -1.32
H -1.42 2.10 0.23
H -2.51 1.35 -1.15
H -0.72 1.26 -1.19
H 0.14 -1.43 0.98
H -0.20 0.31 2.18
H 1.50 0.85 1.34
H 0.96 1.29 -0.18
N -1.36 -0.06 0.09
N 4.65 0.61 -0.38
S 2.18 -1.04 -0.02

Results
**SMILES string**: CN(C)CCSC#N
**Net charge**: 0
**LUMO energy**: 0.45 eV
**2S+1**: 1



## iii
Below is one molecule with the formula C5H10N2S, with properties calculated with ωB97M-V/def2-TZVPD.

CARTESIAN COORDINATES (ANGSTROEM)
C 0.64 1.50 -1.09
C 0.91 0.83 0.26
C -0.35 0.68 1.12
C -0.74 -1.67 -0.62
C 0.43 -1.94 0.26
H -0.03 0.91 -1.72
H 0.19 2.50 -0.92
H 1.57 1.65 -1.63
H 1.59 1.42 0.82
H -0.14 0.06 2.01
H -0.61 1.66 1.53
H -2.16 0.97 0.13
H -0.92 -2.37 -1.46
H 0.14 -1.99 1.30
H 0.82 -2.92 0.04
N -1.56 0.21 0.45
N -1.60 -0.73 -0.55
S 1.80 -0.77 0.06

Results
**SMILES string**: C[C@H]1CNN=CCS1
**Net charge**: 0
**LUMO energy**: 0.80 eV
**2S+1**: 1



So which one is most stable? That would be iii, about 0.1160 hartree below the next structure.



## i
Below is a 2-piece molecular cluster, C4H6OS overall, with properties calculated with ωB97M-V/def2-TZVPD.

CARTESIAN COORDINATES (ANGSTROEM)
C -0.90 -0.53 0.38
C -0.07 -1.22 -0.62
C -0.75 0.79 -0.05
C 0.56 -0.22 -1.36
O 0.17 1.00 -0.99
S 2.59 -0.13 0.60
H -1.64 -0.96 1.01
H -0.10 -2.25 -0.80
H -1.21 1.67 0.35
H 4.01 -0.01 1.37
H 1.09 -0.25 -2.36
H 2.41 1.04 -0.09

Results
**SMILES string**: c1ccoc1.S
**Net charge**: 0
**LUMO energy**: 0.64 eV
**2S+1**: 1



## ii
Below is one molecule with the formula C4H6OS, with properties calculated with ωB97M-V/def2-TZVPD.

CARTESIAN COORDINATES (ANGSTROEM)
C 1.49 0.94 -1.15
C 0.19 -0.51 0.10
C -0.83 0.27 0.91
C -1.22 -1.01 0.17
H 1.80 1.00 -2.21
H 1.00 -1.10 0.67
H -0.75 0.21 2.03
H -1.13 1.24 0.48
H -1.73 -0.82 -0.77
H -1.42 -1.94 0.73
O 0.53 0.03 -1.11
S 2.08 1.69 0.13

Results
**SMILES string**: S=COC1CC1
**Net charge**: 0
**LUMO energy**: 0.48 eV
**2S+1**: 1



So which one is most stable? That would be ii, about 0.0245 hartree below the next structure.